Formula: C5H8O2
Source: the Open Molecules 2025 dataset
Level of theory: ωB97M-V with the def2-TZVPD basis set

Geometry as XYZ:
```
15
Properties=species:S:1:pos:R:3:mulliken_charge:R:1
O -0.60280 2.10666 -0.36818 -0.5172
O -0.88069 -0.70961 -1.55055 -0.6915
C -0.87227 1.05334 0.51578 -0.5655
C 1.30557 -0.00536 -0.07803 -1.1401
C 2.46299 0.23372 -0.32132 0.2170
C -0.45588 -1.40133 0.86993 -1.1878
C -0.05794 -0.21450 0.34432 1.0055
H -0.66357 1.33374 1.55894 0.3195
H 3.49916 0.41591 -0.50872 0.4520
H -0.11088 -0.84200 -2.12035 0.3332
H -1.93676 0.82608 0.42459 0.3510
H 0.34700 2.28601 -0.34199 0.3000
H -1.40419 -1.45204 1.39492 0.3098
H -0.88739 -1.43060 -0.83512 0.4577
H 0.25764 -2.20002 1.01579 0.3564
```

Orbital gap ... 9.5742 eV
Lowest unoccupied orbital energy ... 0.658 eV
Structure (SMILES) ... C#CC(=C)CO.O
E_HOMO ... -8.92 eV
Energy relative to the best compared isomer or geometry (same formula, charge and spin) ... 406.3 kJ/mol
Spin multiplicity ... 1